[1]
{"formula": "C3H8NO3PS", "method": "ωB97M-V/def2-TZVPD", "elements": ["C", "N", "C", "C", "O", "H", "H", "H", "H", "H", "O", "P", "O", "S", "H", "H", "H"], "coordinates": [[0.044, -1.066, -2.166], [-0.015, -0.973, -0.935], [0.652, -0.467, 0.105], [0.861, -1.516, 1.187], [0.740, 0.707, 0.290], [0.990, -1.020, -2.773], [-0.735, -1.181, -2.804], [0.157, -1.408, 1.966], [0.678, -2.418, 0.628], [1.806, -1.614, 1.699], [-1.608, 4.733, -0.424], [-1.038, 3.326, -0.926], [0.329, 3.269, 0.022], [-2.081, 1.668, 0.118], [-1.511, 4.876, 0.572], [0.677, 2.266, 0.061], [-3.096, 1.930, -0.536]], "homo_energy_ev": -8.374, "homo_lumo_gap_ev": 8.695, "smiles": "C=NC(C)=O.OP(O)S", "total_energy_ha": -1139.123023}

=====

[2]
{"formula": "C14H18Cl8N2", "method": "ωB97M-V/def2-TZVPD", "elements": ["C", "C", "C", "N", "C", "C", "H", "H", "H", "H", "H", "C", "C", "C", "N", "C", "C", "H", "H", "H", "H", "H", "Cl", "C", "Cl", "H", "H", "Cl", "C", "Cl", "H", "H", "Cl", "C", "Cl", "H", "H", "Cl", "C", "Cl", "H", "H"], "coordinates": [[0.079, 0.175, -0.573], [-0.809, -0.836, -0.282], [-0.838, -1.425, 1.015], [0.060, -1.082, 1.976], [0.889, -0.001, 1.688], [0.937, 0.673, 0.384], [0.119, 0.594, -1.568], [-1.481, -1.223, -1.033], [-1.428, -2.283, 1.300], [1.340, 0.383, 2.591], [1.577, 1.514, 0.161], [0.110, -0.622, -4.493], [-0.137, 0.746, -4.506], [-1.393, 1.108, -3.994], [-2.406, 0.256, -3.624], [-2.161, -1.071, -3.726], [-0.881, -1.514, -4.115], [0.994, -1.168, -4.789], [0.640, 1.460, -4.736], [-1.681, 2.149, -3.961], [-2.901, -1.720, -3.282], [-0.638, -2.564, -4.051], [0.071, 5.692, 1.473], [1.443, 4.621, 1.140], [1.291, 3.391, 2.423], [1.317, 4.183, 0.150], [2.391, 5.157, 1.176], [-3.371, 0.560, 2.891], [-2.362, 1.751, 1.970], [-2.501, 3.413, 2.465], [-1.291, 1.564, 2.043], [-2.576, 1.766, 0.901], [5.959, -1.580, 0.090], [4.431, -0.794, 0.523], [4.504, 0.971, 0.470], [3.690, -1.074, -0.225], [4.044, -1.165, 1.473], [-0.748, -5.393, 5.350], [-1.375, -4.266, 4.138], [-2.402, -5.043, 2.964], [-1.964, -3.481, 4.612], [-0.541, -3.823, 3.592]], "homo_energy_ev": -9.742, "homo_lumo_gap_ev": 9.933, "smiles": "c1ccncc1.c1ccncc1.ClCCl.ClCCl.ClCCl.ClCCl", "total_energy_ha": -4335.249946}

=====

[3]
{"formula": "C6H2Cl4N2", "method": "ωB97M-V/def2-TZVPD", "elements": ["C", "C", "C", "C", "C", "C", "N", "N", "Cl", "Cl", "Cl", "Cl", "H", "H"], "coordinates": [[1.020, 0.196, 2.293], [0.464, 0.070, 1.101], [-0.447, -0.224, 0.159], [1.460, 0.465, -1.016], [0.016, 0.225, -1.105], [-1.946, -0.528, 0.331], [1.686, 0.083, 3.251], [2.584, 0.456, -1.350], [-0.886, 1.803, -1.681], [-0.091, -1.009, -2.654], [-2.225, -2.310, 0.512], [-2.660, 0.336, 1.640], [-2.430, -0.269, -0.647], [3.456, 0.704, -0.836]], "homo_energy_ev": [-8.684, -8.687], "homo_lumo_gap_ev": [7.023, 7.027], "total_energy_ha": -2179.921551}

=====

Taking the records one at a time from the top gives ΔE to the lowest compared entry with this formula, charge and spin values of 160.6, 88.8, 215.7 kJ/mol.
Taking the records one at a time from the top gives maximum force values of 3.97, 3.31, 4.79 eV/Å.